Computed, not measured: one molecule with the formula C4H6S2, with ωB97M-V/def2-TZVPD.

XYZ file:
```
12
Properties=species:S:1:pos:R:3:forces:R:3:lowdin_charge:R:1
C 1.88625 1.03636 0.12648 -0.3 0.2 0.6 -0.422
C 0.64341 0.40004 -0.36315 -0.8 0.0 -0.1 -0.664
C -0.63458 0.32360 0.40406 0.0 1.5 -0.2 -0.670
C -1.90244 1.04470 -0.13408 1.5 -0.7 0.4 -0.392
H 1.90754 1.32606 1.16153 -0.1 0.3 0.2 0.064
H 2.43739 1.69372 -0.53445 0.1 -0.3 -0.1 0.077
H 0.41133 0.60113 -1.38256 0.2 -0.2 -1.0 0.100
H -0.49942 0.44238 1.46282 0.0 0.0 0.5 0.099
H -1.94323 1.50364 -1.12426 0.3 -0.3 0.3 0.077
H -2.36205 1.58120 0.66210 -0.8 0.3 0.2 0.052
S 1.96102 -0.75045 -0.01798 0.4 -0.5 -0.4 0.834
S -1.95522 -0.74808 -0.00984 -0.6 -0.5 -0.5 0.844
```
Forces are in eV/Å.

Properties
E in eV: -25914.3605
HOMO-LUMO gap in eV: 9.75
SMILES: C1S[C@H]1[C@H]1CS1
Relative energy (zero: lowest compared OMol25 entry of this formula, charge and spin) in kJ/mol: 89.8